# C3H4BrN

An isolated molecule of C3H4BrN in a non-equilibrium geometry (wB97M-V/def2-TZVPD, the Open Molecules 2025 dataset).

Properties
orbital gap: 11.371 eV
LUMO level: 0.49 eV
calculated total energy: -74707.24418 eV
HOMO energy: -10.88 eV
relative energy (zero: lowest compared OMol25 entry of this formula, charge and spin): 56.20 kJ/mol

ORCA input file:
```
! RIJCOSX wB97M-V def2-TZVPD def2/J DEFGRID3
* xyz 0 1
C -0.80572 0.59201 0.31388
C 0.45158 0.10720 -0.49562
Br 2.14611 1.01414 -0.07774
C 0.66954 -1.37035 0.00188
N 0.71575 -2.43421 0.36017
H -0.99924 -0.08042 1.23902
H -1.58932 0.41594 -0.36558
H -0.83507 1.67258 0.66965
H 0.24637 0.08312 -1.64566
*
```